[1]
Entry from the Open Molecules 2025 dataset: a structure of composition C27H38B2F3HgN2O21S (ωB97M-V/def2-TZVPD).

Geometry as ORCA input:
```
! wB97M-V def2-TZVPD RIJCOSX def2/J DEFGRID3
* xyz -1 1
H 21.19272 -2.41741 -4.34170
O 14.17332 -0.35938 -9.10630
O 13.31558 2.93212 -10.81435
H 20.26541 -1.14887 -5.64032
H 17.83534 -1.30904 -12.06715
C 19.52696 -0.50409 -14.24959
H 21.99165 1.74167 -14.16635
H 24.89968 -1.42392 -7.32679
H 22.80650 -2.86255 -4.41162
C 15.51873 3.78507 -11.51371
H 18.84868 3.70322 -13.97444
C 16.95341 -1.88613 -8.24989
C 19.00201 0.33942 -12.98019
O 15.30051 4.31971 -12.55168
C 20.40725 -4.02761 -6.82629
H 16.87801 -0.50666 -13.04722
H 23.45277 0.70328 -8.29085
H 19.85894 3.49109 -11.76281
C 21.12827 -5.30899 -11.09070
O 12.33484 0.37629 -10.51942
O 14.78337 -2.28375 -7.83774
H 22.78378 -0.59168 -9.19971
H 22.43407 0.19665 -5.14421
O 20.77034 -3.00023 -12.60467
H 21.81733 0.61860 -8.28691
H 17.74081 1.50424 -14.26694
C 18.32580 1.79590 -8.91139
C 13.74951 -1.63039 -11.03076
H 20.04322 -3.83518 -7.83552
O 16.32304 -1.20935 -9.08934
S 20.73524 -3.37513 -11.18677
F 22.35983 -5.51734 -11.69626
H 19.99267 2.44699 -14.63530
H 23.96734 0.45890 -5.91251
H 22.54859 -4.25374 -8.01210
H 17.69791 2.07160 -12.64436
C 24.14869 -3.22527 -6.89523
B 16.58756 3.03478 -9.66263
C 15.94825 -2.55201 -7.33093
H 19.60117 -1.54980 -13.95113
N 20.07327 0.62144 -12.00516
C 17.72212 -0.27639 -12.39718
C 13.29902 -0.39469 -10.17926
H 21.06353 3.82893 -12.89897
O 16.18477 -3.12753 -6.29310
H 23.16768 1.37782 -13.08821
C 22.79645 -1.05738 -7.06985
O 19.42112 -3.09588 -10.53499
H 25.01509 -3.84965 -7.11339
C 18.21248 3.10014 -8.12272
O 16.63148 3.84236 -10.91620
H 23.04347 -5.07069 -6.58773
O 15.19434 2.76894 -9.49484
C 21.83359 -3.17705 -4.78928
H 18.80741 -0.59323 -15.06348
O 18.20562 -1.96399 -8.14699
H 24.03953 -2.07342 -8.67000
O 17.29425 1.69926 -9.75004
O 19.02642 3.41361 -7.22781
N 21.53932 -1.86794 -7.04713
H 20.39769 -5.11414 -6.91261
H 22.80643 1.39269 -10.67612
H 23.55192 -1.10122 -5.10747
F 21.17334 -5.64980 -9.77225
O 17.16481 3.65284 -8.46698
C 21.93455 2.01399 -10.88087
O 20.53068 -0.51094 -11.50143
H 22.05936 0.23829 -13.63036
C 21.68152 -3.18918 -6.35394
O 21.70583 -2.67572 -10.34474
C 14.54246 3.05208 -10.53114
O 13.47015 -1.88393 -12.21123
H 21.00975 -0.91517 -12.22855
C 23.98233 -1.95131 -7.58837
Hg 20.31643 -1.19791 -9.17079
H 22.41040 2.99463 -10.87778
C 18.38666 1.73832 -13.42066
H 17.25639 0.15673 -11.51197
F 20.19700 -6.11379 -11.64015
O 19.17194 0.96280 -8.66797
C 22.67230 -0.05684 -8.25652
O 20.44455 -1.05056 -6.57831
H 19.46956 -3.80747 -6.31601
C 22.09251 1.24071 -13.20356
O 14.61354 -2.40636 -10.18398
C 20.35117 3.04928 -12.62920
H 21.53974 -4.04520 -4.19931
C 21.09518 1.72182 -12.14786
C 19.42290 2.79844 -13.77510
B 14.91501 -1.57897 -9.05413
C 22.81216 -4.07626 -6.96945
H 20.42412 -0.23275 -14.80598
C 23.19678 -0.29440 -5.74857
H 21.35311 1.91265 -9.96449
H 24.42313 -2.86216 -5.90481
*
```

## Properties
- frontier orbital gap (eV) = 7.6
- energy relative to the best compared isomer or geometry (same formula, charge and spin) (eV) = 6.329

***

[2]
Entry from the Open Molecules 2025 dataset: a structure of composition C27H38BrClN3O6Rh (ωB97M-V/def2-TZVPD).

Geometry as ORCA input:
```
! wB97M-V def2-TZVPD RIJCOSX def2/J DEFGRID3
* xyz 0 5
C 0.67619 2.37509 2.60018
O -1.22432 2.89338 -0.70424
Br 3.41124 -1.92084 0.63947
H -1.75997 -3.72351 -0.37938
C 2.74706 -2.19404 2.39225
C 0.48123 -2.79511 -4.48487
H -0.75423 3.34291 5.27049
H 1.91596 -0.74183 -1.77534
H 0.99461 1.44305 -3.78998
H -0.52034 1.65068 -2.94119
C -4.29342 3.38981 -2.55796
C 3.55215 -2.95523 3.26732
H 1.46242 2.80370 5.74680
H 0.22158 -1.45890 4.54032
C -2.52430 -2.98011 -0.63826
C -0.53381 3.59425 4.22895
Rh 0.23919 1.46460 -0.06176
C 3.17588 -3.14803 4.59941
C 0.63132 -2.97751 -2.04490
C 1.22650 -4.21847 -2.20665
C 1.16384 1.20520 -1.69586
C 1.97021 -2.60526 5.06804
C -2.26306 2.61151 -1.38313
C 1.52225 -1.66334 2.85062
H 3.81989 -3.71841 5.26641
H -2.63958 1.59440 -1.60384
H 0.67607 -2.38540 -1.11643
C -2.51119 4.95304 -1.77549
C 0.54316 1.90600 -2.91068
H 1.66180 -2.73409 6.10515
H 0.71323 2.98436 -2.87005
H -4.46033 2.31627 -2.70739
H 4.25025 0.73606 -1.78595
C 1.04311 -4.05275 -4.61302
H -3.07069 5.46122 -0.97735
H -3.54208 -2.62962 1.94150
O -0.36803 -0.25383 2.70070
H -4.31072 3.90919 -3.52604
C 1.81996 2.87409 4.70994
H -2.66643 5.48016 -2.72296
H -3.50611 -3.47523 -0.57714
O -2.17303 -1.46298 -3.32197
O 0.98450 -0.39494 0.87625
N 0.64779 2.84930 3.83821
H 0.33728 -2.10154 -5.32023
H -1.36502 3.32170 3.56615
C 1.15806 -1.89173 4.19781
H 2.40494 3.79814 4.54657
H 4.48157 -3.38530 2.90147
H 1.62670 1.90934 2.27335
H 1.21509 -4.43549 -5.60837
H 3.78248 0.32434 -3.44899
C 0.08145 -2.39999 -3.21644
Cl 2.27772 2.72101 0.16288
C 3.45024 0.80319 -2.52807
H 2.43538 2.00657 4.43037
C 1.33323 -4.80020 -3.47470
H -3.37445 -0.42681 -0.79643
H -2.37454 -2.62683 -1.65899
C 0.62473 -0.70451 2.08357
C 2.16618 0.29399 -1.97080
N -2.42542 -1.88631 0.31335
O -1.85278 0.36834 0.27861
C -0.97646 -1.36862 -3.37266
N -2.99087 3.59205 -1.92244
H 1.59911 -4.72098 -1.33072
H -2.28563 -1.39664 2.34503
H -1.44974 4.91778 -1.51132
C -2.53580 -2.25181 1.71630
H -0.63229 -0.34146 -3.64510
H -0.34100 4.67586 4.14575
H -5.10123 3.80086 -1.93200
H 1.68734 -5.82155 -3.55620
H -1.83008 -3.06764 1.88597
C -2.54607 -0.60252 -0.09410
O -0.30972 2.48459 1.82395
H 3.29988 1.86331 -2.75371
*
```

## Properties
- <S²> = 6.04
- frontier orbital gap (spin up / spin down) (eV) = 5.8 / 7.8

***

[3]
Entry from the Open Molecules 2025 dataset: the molecule C27H38FINO9P (ωB97M-V/def2-TZVPD).

Geometry as ORCA input:
```
! wB97M-V def2-TZVPD RIJCOSX def2/J DEFGRID3
* xyz 0 1
H 3.06569 -1.61171 4.42987
C -3.19482 2.81029 -4.11201
H 5.44103 2.28387 3.23109
C -0.78632 -2.59059 3.15831
C 1.97338 1.64928 0.91707
H -2.15263 -3.54685 -3.88387
H -3.41506 0.08430 -3.45527
O -0.47836 -1.98255 4.47148
H -1.73450 -0.96226 1.70488
C 4.86390 3.04578 3.92575
O 3.45220 -1.88697 0.10077
H -4.61705 4.68969 -3.97499
C 1.16375 -0.92155 -0.86162
H 5.68817 3.72048 4.44202
O 1.56538 3.04290 -1.21098
C -1.44880 2.07094 -2.58066
C -1.49109 -3.71530 -2.92840
P 0.68408 -0.68313 4.30538
O 2.85020 4.71712 3.89041
H -1.33567 -5.85013 -1.31896
H 3.09602 4.21309 0.81829
O -0.08570 0.58546 3.33820
H -4.20127 3.86198 -2.33105
O -1.81180 2.25127 -3.99482
H -2.89475 -1.51211 3.13900
H -2.01341 1.68506 1.94634
H 2.23742 -2.17819 2.81440
O 0.86744 -0.04533 5.77276
C 2.52455 0.28068 1.27483
H -0.86673 2.07276 4.71411
C -2.74365 -0.82284 -3.77753
H 0.11589 -2.56862 2.40668
C -0.99790 -1.15994 -5.56766
C -2.05734 -1.87516 2.39522
H 4.08448 2.63346 1.29533
C 2.36115 -1.25647 3.53649
C -0.40665 -4.88915 -3.29584
H -2.79259 2.77345 3.36807
H -0.73404 -2.24871 -5.18015
C -0.78132 -2.30608 -2.37488
H -0.82352 3.00694 -2.26046
C -2.41957 1.70780 3.05179
H -2.25439 -4.01747 -2.06173
C 2.48393 -0.96940 0.16426
C 1.34149 1.86873 -0.61601
O -4.11284 2.15865 -4.87895
C 0.53289 -2.34047 -1.39115
H 3.15826 5.68520 4.00157
H -0.15874 -0.38500 -5.23866
H 0.53573 -6.05533 -1.43960
H 4.26459 2.45978 4.74745
C -1.23573 1.15462 4.07553
C -3.71941 4.17955 -3.37574
H 4.25799 -0.28200 2.66376
H 3.00552 0.93427 3.50132
C 3.29954 3.43416 1.69070
H -1.73638 0.32953 4.76203
H -3.42104 -1.79325 -3.62030
F 1.20664 -3.59091 -0.89631
H -2.47580 0.26334 -5.61239
N -2.40803 -0.71244 -5.24834
C 0.54798 0.58129 -1.24850
C 3.90647 4.10290 3.05980
H -0.91298 -1.22922 -6.75547
H -3.32745 0.95847 3.13070
H -2.88475 4.95875 -3.12006
H -1.04866 -3.72947 3.34782
O 1.97728 2.76322 1.92295
C -0.46638 -6.03826 -2.08215
I -0.74754 -5.89692 -5.21352
H -2.46463 2.13145 -1.95629
C -0.77689 0.62103 -2.21295
C -1.42192 -0.81464 -2.77836
H 4.64605 4.96669 2.71329
C 3.12754 -0.00115 2.77598
H 0.70986 -4.47328 -3.25680
H -0.66261 -7.09941 -2.56550
H -2.51574 -2.69600 1.67225
*
```

## Properties
- frontier orbital gap (eV) = 7.0

***

Copy entry 2 word for word.
Entry from the Open Molecules 2025 dataset: a structure of composition C27H38BrClN3O6Rh (ωB97M-V/def2-TZVPD).

Geometry as ORCA input:
```
! wB97M-V def2-TZVPD RIJCOSX def2/J DEFGRID3
* xyz 0 5
C 0.67619 2.37509 2.60018
O -1.22432 2.89338 -0.70424
Br 3.41124 -1.92084 0.63947
H -1.75997 -3.72351 -0.37938
C 2.74706 -2.19404 2.39225
C 0.48123 -2.79511 -4.48487
H -0.75423 3.34291 5.27049
H 1.91596 -0.74183 -1.77534
H 0.99461 1.44305 -3.78998
H -0.52034 1.65068 -2.94119
C -4.29342 3.38981 -2.55796
C 3.55215 -2.95523 3.26732
H 1.46242 2.80370 5.74680
H 0.22158 -1.45890 4.54032
C -2.52430 -2.98011 -0.63826
C -0.53381 3.59425 4.22895
Rh 0.23919 1.46460 -0.06176
C 3.17588 -3.14803 4.59941
C 0.63132 -2.97751 -2.04490
C 1.22650 -4.21847 -2.20665
C 1.16384 1.20520 -1.69586
C 1.97021 -2.60526 5.06804
C -2.26306 2.61151 -1.38313
C 1.52225 -1.66334 2.85062
H 3.81989 -3.71841 5.26641
H -2.63958 1.59440 -1.60384
H 0.67607 -2.38540 -1.11643
C -2.51119 4.95304 -1.77549
C 0.54316 1.90600 -2.91068
H 1.66180 -2.73409 6.10515
H 0.71323 2.98436 -2.87005
H -4.46033 2.31627 -2.70739
H 4.25025 0.73606 -1.78595
C 1.04311 -4.05275 -4.61302
H -3.07069 5.46122 -0.97735
H -3.54208 -2.62962 1.94150
O -0.36803 -0.25383 2.70070
H -4.31072 3.90919 -3.52604
C 1.81996 2.87409 4.70994
H -2.66643 5.48016 -2.72296
H -3.50611 -3.47523 -0.57714
O -2.17303 -1.46298 -3.32197
O 0.98450 -0.39494 0.87625
N 0.64779 2.84930 3.83821
H 0.33728 -2.10154 -5.32023
H -1.36502 3.32170 3.56615
C 1.15806 -1.89173 4.19781
H 2.40494 3.79814 4.54657
H 4.48157 -3.38530 2.90147
H 1.62670 1.90934 2.27335
H 1.21509 -4.43549 -5.60837
H 3.78248 0.32434 -3.44899
C 0.08145 -2.39999 -3.21644
Cl 2.27772 2.72101 0.16288
C 3.45024 0.80319 -2.52807
H 2.43538 2.00657 4.43037
C 1.33323 -4.80020 -3.47470
H -3.37445 -0.42681 -0.79643
H -2.37454 -2.62683 -1.65899
C 0.62473 -0.70451 2.08357
C 2.16618 0.29399 -1.97080
N -2.42542 -1.88631 0.31335
O -1.85278 0.36834 0.27861
C -0.97646 -1.36862 -3.37266
N -2.99087 3.59205 -1.92244
H 1.59911 -4.72098 -1.33072
H -2.28563 -1.39664 2.34503
H -1.44974 4.91778 -1.51132
C -2.53580 -2.25181 1.71630
H -0.63229 -0.34146 -3.64510
H -0.34100 4.67586 4.14575
H -5.10123 3.80086 -1.93200
H 1.68734 -5.82155 -3.55620
H -1.83008 -3.06764 1.88597
C -2.54607 -0.60252 -0.09410
O -0.30972 2.48459 1.82395
H 3.29988 1.86331 -2.75371
*
```

## Properties
- <S²> = 6.04
- frontier orbital gap (spin up / spin down) (eV) = 5.8 / 7.8